(1)
An isolated molecule of C6H15PS2 in a non-equilibrium geometry, computed with ωB97M-V/def2-TZVPD.

ORCA input file:
```
! wB97M-V def2-TZVPD RIJCOSX def2/J DEFGRID3
* xyz 0 3
C -3.141 1.072 0.246
C 3.411 -1.440 0.191
C -1.387 -0.625 -1.128
C -1.627 1.244 0.539
C 1.920 -1.333 0.442
C -0.949 -0.008 0.130
P 1.160 0.240 -0.239
S 1.781 0.617 -2.029
S 1.759 1.812 1.119
H -3.573 0.117 0.658
H -3.664 1.887 0.548
H -3.425 0.995 -0.814
H 3.588 -1.343 -0.855
H 3.806 -0.569 0.687
H 3.814 -2.356 0.565
H -0.952 -1.649 -1.323
H -2.511 -0.659 -1.057
H -1.359 0.147 -1.937
H -1.409 1.486 1.513
H -1.267 2.065 0.003
H 1.778 -1.473 1.532
H 1.356 -2.210 0.017
H -1.121 -0.855 0.889
H 2.012 2.839 0.305
*
```

Calculated values
Relative energy (zero: lowest compared OMol25 entry of this formula, charge and spin)   29.8 kcal per mole
LUMO level (alpha / beta)   0.76 / -3.17 eV
Frontier orbital gap (alpha / beta)   4.87 / 5.68 eV
DFT total energy   -37419.7597 eV
M   182.3 g/mol

***

(2)
A cluster of 14 separate species, C26H78IO26 in total in a non-equilibrium geometry, computed with ωB97M-V/def2-TZVPD.

ORCA input file:
```
! wB97M-V def2-TZVPD RIJCOSX def2/J DEFGRID3
* xyz -1 1
I 0.508 0.317 0.235
C 1.834 -1.242 4.757
C 2.597 -0.736 6.034
O 2.528 0.664 6.062
O 2.766 -1.240 3.647
H 1.004 -0.601 4.460
H 1.497 -2.279 4.782
H 3.662 -0.946 6.134
H 2.185 -1.061 6.989
H 3.084 1.145 5.445
H 3.370 -0.494 3.675
C -5.562 3.394 1.859
C -4.344 3.115 0.968
O -4.775 3.308 -0.397
O -6.754 2.726 1.523
H -5.684 4.475 1.792
H -5.304 3.187 2.898
H -4.061 2.066 1.054
H -3.607 3.855 1.280
H -5.106 4.199 -0.529
H -6.887 3.060 0.633
C -3.301 -0.624 -3.361
C -2.750 0.672 -2.737
O -2.147 1.320 -3.910
O -4.482 -0.385 -4.107
H -3.539 -1.216 -2.478
H -2.494 -1.156 -3.866
H -2.025 0.462 -1.950
H -3.609 1.232 -2.367
H -2.844 1.909 -4.209
H -5.170 -0.015 -3.548
C 1.843 4.895 -3.910
C 1.186 3.614 -4.576
O 0.562 2.708 -3.572
O 2.778 4.465 -2.898
H 1.035 5.534 -3.552
H 2.465 5.507 -4.562
H 1.914 3.108 -5.211
H 0.361 3.940 -5.209
H 0.331 1.811 -3.823
H 2.200 3.878 -2.406
C -1.275 1.423 3.772
C -0.003 2.305 3.630
O -0.204 3.658 4.078
O -2.335 2.039 3.084
H -1.553 1.260 4.813
H -1.006 0.455 3.349
H 0.416 2.370 2.626
H 0.803 1.896 4.240
H 0.513 4.254 3.851
H -2.131 2.972 3.174
C -3.563 -0.658 0.799
C -4.701 -1.535 0.327
O -4.796 -2.578 1.310
O -3.853 -0.011 2.080
H -3.216 0.062 0.058
H -2.632 -1.205 0.946
H -4.503 -2.062 -0.607
H -5.700 -1.108 0.237
H -5.105 -2.145 2.109
H -3.220 0.699 2.206
C 0.730 -2.480 -3.176
C 0.439 -3.851 -3.890
O 0.987 -3.837 -5.193
O 0.091 -1.366 -3.719
H 1.779 -2.184 -3.190
H 0.348 -2.536 -2.156
H -0.634 -4.027 -3.963
H 0.880 -4.683 -3.342
H 0.412 -3.220 -5.651
H -0.273 -0.873 -2.981
C 4.132 0.797 -3.697
C 4.343 0.203 -2.256
O 4.006 1.250 -1.387
O 4.916 1.959 -3.837
H 3.077 1.043 -3.820
H 4.368 -0.005 -4.397
H 5.369 -0.104 -2.056
H 3.683 -0.648 -2.092
H 3.215 1.064 -0.876
H 4.495 2.597 -3.256
C -0.280 4.599 -0.403
C -1.471 3.992 -1.165
O -1.433 4.307 -2.547
O 0.949 3.826 -0.786
H -0.451 4.254 0.617
H -0.205 5.678 -0.541
H -2.421 4.413 -0.832
H -1.623 2.920 -1.040
H -0.769 3.697 -2.877
H 0.802 2.917 -0.511
C 4.964 -3.012 0.834
C 3.568 -2.324 0.934
O 2.814 -2.443 -0.262
O 5.879 -2.182 0.207
H 4.804 -3.971 0.342
H 5.284 -3.178 1.862
H 3.672 -1.277 1.217
H 2.981 -2.742 1.751
H 2.073 -1.846 -0.144
H 5.783 -1.349 0.675
C -0.775 -3.195 2.521
C -1.483 -4.491 3.007
O -0.587 -5.584 3.234
O -0.516 -3.226 1.124
H 0.122 -2.971 3.099
H -1.474 -2.382 2.716
H -2.205 -4.793 2.247
H -1.908 -4.223 3.974
H -0.454 -5.875 2.328
H -0.444 -2.305 0.863
C -2.804 -4.687 -1.217
C -3.013 -5.137 -2.673
O -4.151 -5.993 -2.743
O -1.951 -3.578 -1.112
H -2.407 -5.501 -0.611
H -3.723 -4.358 -0.732
H -2.150 -5.700 -3.030
H -3.157 -4.215 -3.237
H -4.270 -6.210 -3.671
H -1.586 -3.491 -0.229
C 4.152 1.515 2.500
C 5.519 1.237 1.849
O 5.846 -0.142 2.141
O 4.165 1.343 3.912
H 3.439 0.898 1.954
H 3.820 2.540 2.334
H 6.338 1.859 2.212
H 5.479 1.480 0.787
H 6.638 -0.083 2.681
H 5.060 1.226 4.238
*
```

Calculated values
LUMO level   1.63 eV
Frontier orbital gap   7.83 eV
DFT total energy   -89558.5954 eV
M   933.8 g/mol

***

(3)
A structure of composition C3H6F2N2 in a non-equilibrium geometry, computed with ωB97M-V/def2-TZVPD.

ORCA input file:
```
! wB97M-V def2-TZVPD RIJCOSX def2/J DEFGRID3
* xyz 0 1
C 0.164 -1.025 -0.883
C 1.178 -0.224 -0.162
C -0.560 -0.605 1.192
N -0.924 -0.976 -0.122
N 0.669 -0.308 1.269
F -1.446 -0.744 2.130
F -1.407 1.738 -1.478
H -0.008 2.522 0.575
H 0.060 -1.093 -2.017
H 2.230 -0.622 -0.254
H 1.411 0.817 -0.534
H 0.423 1.823 0.592
H -1.790 -1.304 -0.309
*
```

Calculated values
Relative energy (zero: lowest compared OMol25 entry of this formula, charge and spin)   127.1 kcal per mole
LUMO level (alpha / beta)   -2.53 / -2.53 eV
Frontier orbital gap (alpha / beta)   5.14 / 5.14 eV
DFT total energy   -11617.8222 eV
M   108.1 g/mol

***

(4)
A structure of composition C15H12F3N2O2PS2Zn in a non-equilibrium geometry, computed with ωB97M-V/def2-TZVPD.

ORCA input file:
```
! wB97M-V def2-TZVPD RIJCOSX def2/J DEFGRID3
* xyz 2 1
C -0.347 -4.538 -0.073
C -0.604 -3.408 -0.699
C -0.915 -2.055 -1.548
C -0.187 -0.773 -0.860
C -0.981 0.064 0.277
P -2.719 -0.549 0.680
C -3.026 -0.694 2.544
C -4.073 0.439 -0.202
C -0.276 1.313 1.014
C -1.138 2.050 2.153
C -0.672 3.540 2.497
C -0.142 4.626 3.042
C 1.205 1.665 0.573
N 2.038 2.721 1.134
S 3.580 2.723 0.375
N 3.299 1.403 -0.708
C 1.972 0.823 -0.561
C 1.303 -0.412 -1.308
S 2.221 -1.398 -2.603
O 1.956 -2.904 -2.483
O 1.775 -1.003 -3.993
C 4.104 -1.227 -2.441
F 4.388 -1.343 -1.023
F 4.697 -2.347 -3.142
F 4.570 0.014 -2.993
H 0.182 -5.510 0.281
H -2.059 -1.892 -1.695
H -0.491 -2.249 -2.611
H -3.914 -1.414 2.772
H -3.150 0.335 3.083
H -2.090 -1.209 3.014
H -4.698 -0.246 -0.910
H -4.790 0.983 0.541
H -3.604 1.253 -0.874
H -1.152 1.357 3.072
H -2.238 2.132 1.772
H 0.394 5.625 3.232
Zn 5.582 2.107 -1.327
*
```

Calculated values
LUMO level   -11.89 eV
Frontier orbital gap   2.20 eV
DFT total energy   -110316.7420 eV
M   469.8 g/mol

***

(5)
The ion C4H6NO with charge +1 in a non-equilibrium geometry, computed with ωB97M-V/def2-TZVPD.

ORCA input file:
```
! wB97M-V def2-TZVPD RIJCOSX def2/J DEFGRID3
* xyz 1 1
C -2.614 -0.190 -1.924
C 1.001 0.020 1.036
C -1.735 0.165 0.314
C 2.226 -0.124 0.275
N -2.171 0.082 -0.871
O -0.159 0.050 0.370
H -2.978 0.111 -2.872
H 0.996 0.104 2.119
H -2.251 0.299 1.236
H 2.942 0.635 0.597
H 2.052 -0.065 -0.796
H 2.690 -1.087 0.515
*
```

Calculated values
Relative energy (zero: lowest compared OMol25 entry of this formula, charge and spin)   100.6 kcal per mole
LUMO level (alpha / beta)   -5.30 / -5.29 eV
Frontier orbital gap (alpha / beta)   7.44 / 7.44 eV
DFT total energy   -7770.5352 eV
M   84.1 g/mol

***

(6)
A structure of composition C20H26ORuS5 in a non-equilibrium geometry, computed with ωB97M-V/def2-TZVPD.

ORCA input file:
```
! wB97M-V def2-TZVPD RIJCOSX def2/J DEFGRID3
* xyz 3 6
Ru -0.635 1.005 0.211
C -1.289 0.355 3.457
C 0.168 -0.076 3.431
S 1.143 0.663 2.086
C 1.335 2.380 2.661
C 1.668 3.303 1.503
S 0.430 3.351 0.175
C -0.907 4.339 0.911
C -2.191 4.153 0.120
S -2.780 2.438 0.023
C -3.526 2.195 1.664
C -3.671 0.713 1.964
S -2.119 -0.231 1.949
H -1.391 1.437 3.530
H -1.796 -0.096 4.310
H 0.266 -1.153 3.287
H 0.660 0.174 4.370
H 2.155 2.390 3.380
H 0.426 2.687 3.177
H 2.596 3.015 1.009
H 1.798 4.324 1.862
H -0.597 5.383 0.858
H -1.027 4.067 1.960
H -2.078 4.474 -0.916
H -2.994 4.745 0.558
H -4.513 2.657 1.635
H -2.928 2.713 2.413
H -4.306 0.214 1.232
H -4.127 0.569 2.944
O -0.117 -0.222 -1.357
S -0.293 -1.521 -2.191
C 1.058 -1.455 -3.364
C 1.969 -0.401 -3.389
C 2.993 -0.370 -4.391
C 3.083 -1.371 -5.323
C 2.155 -2.413 -5.297
C 1.121 -2.455 -4.304
C 0.187 -2.861 -1.164
C 1.454 -2.894 -0.578
C 1.768 -3.966 0.236
C 0.834 -4.986 0.439
C -0.419 -4.936 -0.156
C -0.760 -3.860 -0.967
H 1.879 0.404 -2.669
H 3.693 0.455 -4.414
H 3.857 -1.351 -6.079
H 2.211 -3.204 -6.035
H 0.398 -3.265 -4.311
H 2.181 -2.111 -0.764
H 2.747 -4.028 0.692
H 1.096 -5.833 1.060
H -1.132 -5.735 0.002
H -1.734 -3.809 -1.441
*
```

Calculated values
Relative energy (zero: lowest compared OMol25 entry of this formula, charge and spin)   0.0 kcal per mole
LUMO level (alpha / beta)   -9.23 / -13.26 eV
Frontier orbital gap (alpha / beta)   6.56 / 4.35 eV
DFT total energy   -79939.1761 eV
M   543.8 g/mol

***

Q: DFT total energy of number 1 (C6H15PS2)?
A: -37419.7597 eV

***

Q: Among the records above, which one has the highest M?
A: C26H78IO26

***

Copy entry 5 word for word.
The ion C4H6NO with charge +1 in a non-equilibrium geometry, computed with ωB97M-V/def2-TZVPD.

ORCA input file:
```
! wB97M-V def2-TZVPD RIJCOSX def2/J DEFGRID3
* xyz 1 1
C -2.614 -0.190 -1.924
C 1.001 0.020 1.036
C -1.735 0.165 0.314
C 2.226 -0.124 0.275
N -2.171 0.082 -0.871
O -0.159 0.050 0.370
H -2.978 0.111 -2.872
H 0.996 0.104 2.119
H -2.251 0.299 1.236
H 2.942 0.635 0.597
H 2.052 -0.065 -0.796
H 2.690 -1.087 0.515
*
```

Calculated values
Relative energy (zero: lowest compared OMol25 entry of this formula, charge and spin)   100.6 kcal per mole
LUMO level (alpha / beta)   -5.30 / -5.29 eV
Frontier orbital gap (alpha / beta)   7.44 / 7.44 eV
DFT total energy   -7770.5352 eV
M   84.1 g/mol